Formula: C19H14NO4S
Source: the OMol25 dataset
Level of theory: ωB97M-V/def2-TZVPD

LUMO   -4.52 eV
HOMO   -11.553 eV
Net charge   +1
DFT total energy   -1485.8442 hartree

Cartesian coordinates (Å):
C 0.040 -3.150 1.507
C -0.650 -3.375 2.435
N -1.740 -3.726 3.274
C -1.299 -3.981 4.582
C -1.070 -4.384 5.676
S -3.066 -2.375 3.304
C -3.755 -2.540 1.664
O -4.008 -2.740 4.292
O -2.449 -1.115 3.521
H 0.625 -3.026 0.627
H -2.209 -4.554 2.883
H -0.651 -4.829 6.547
H -2.937 -2.409 0.956
H -4.535 -1.795 1.552
H -4.105 -3.568 1.573
C 3.012 3.354 -4.898
C 1.753 3.059 -5.410
C 0.772 2.536 -4.585
C 1.048 2.297 -3.245
C 2.320 2.576 -2.735
C 3.296 3.113 -3.564
C 2.654 2.291 -1.313
O 3.752 2.533 -0.862
C 1.596 1.687 -0.449
C 1.898 1.366 0.869
C 0.925 0.817 1.687
C -0.358 0.593 1.192
C -0.660 0.909 -0.121
C 0.317 1.449 -0.948
C -0.022 1.752 -2.369
O -1.142 1.548 -2.791
H 3.775 3.770 -5.543
H 1.538 3.239 -6.455
H -0.210 2.311 -4.978
H 4.275 3.337 -3.163
H 2.894 1.548 1.249
H 1.162 0.567 2.713
H -1.116 0.173 1.843
H -1.654 0.738 -0.514


Formula: C19H15AuF3N2OS
Source: the OMol25 dataset
Level of theory: ωB97M-V/def2-TZVPD

LUMO   -4.86 eV
Relative energy (zero: lowest compared OMol25 entry of this formula, charge and spin)   19.7 kJ/mol
HOMO   -11.475 eV
Net charge   +1
DFT total energy   -1750.9800 hartree

Cartesian coordinates (Å):
Au -0.784 1.559 1.812
N -3.471 2.102 4.937
C -2.550 1.719 4.070
O -2.413 2.313 2.976
C -1.634 0.576 4.393
C -1.118 -0.037 3.109
H -4.045 2.907 4.736
H -3.592 1.634 5.819
H -2.147 -0.186 4.988
H -0.815 0.969 5.000
H -1.863 -0.576 2.529
H -0.193 -0.592 3.208
S -4.388 2.511 -1.536
C -3.450 2.522 -0.103
N -2.507 1.635 -0.019
C -2.473 0.846 -1.166
C -1.591 -0.209 -1.412
C -1.704 -0.895 -2.601
C -2.679 -0.550 -3.548
C -3.558 0.485 -3.319
C -3.444 1.180 -2.115
H -3.646 3.236 0.684
H -0.832 -0.465 -0.684
H -1.029 -1.715 -2.809
H -2.742 -1.107 -4.473
H -4.312 0.750 -4.047
F 6.194 -1.720 -3.556
C 5.655 -2.512 -2.615
F 5.082 -3.548 -3.255
F 6.658 -3.002 -1.875
C 4.642 -1.768 -1.786
C 4.732 -1.744 -0.404
C 3.771 -1.070 0.333
C 2.718 -0.427 -0.315
C 2.641 -0.451 -1.712
C 3.603 -1.119 -2.443
C 1.698 0.242 0.434
C 0.818 0.863 0.988
H 5.550 -2.244 0.094
H 3.835 -1.036 1.412
H 1.828 0.062 -2.208
H 3.554 -1.136 -3.524


Formula: C19H15BHoN7OSe
Source: the OMol25 dataset
Level of theory: ωB97M-V/def2-TZVPD

LUMO (alpha / beta)   -7.24 / -7.22 eV
HOMO (alpha / beta)   -14.814 / -14.813 eV
Net charge   +2
Multiplicity   5
Expectation value of S²   6.0041
DFT total energy   -4565.4399 hartree

Cartesian coordinates (Å):
Ho 1.015 0.027 -0.338
Se -5.421 0.005 -4.941
N -4.510 -1.293 -4.155
C -3.562 -0.705 -3.468
C -2.516 -1.422 -2.745
C -2.439 -2.836 -2.722
C -1.428 -3.493 -2.067
C -0.540 -2.675 -1.401
N -0.564 -1.336 -1.377
C -1.522 -0.685 -2.080
C -1.533 0.788 -2.069
N -0.578 1.445 -1.361
C -0.558 2.764 -1.406
C -1.478 3.555 -2.094
C -2.512 2.907 -2.722
C -2.525 1.491 -2.757
C -3.543 0.752 -3.516
N -4.472 1.313 -4.240
H -3.268 -3.360 -3.204
H -1.374 -4.574 -2.083
H 0.247 -3.146 -0.817
H 0.222 3.255 -0.828
H -1.412 4.621 -2.169
H -3.293 3.460 -3.219
B 5.502 -0.301 -2.000
C 4.053 -0.081 -1.537
N 2.970 0.120 -1.156
H 5.609 -1.521 -2.006
H 6.031 0.326 -1.076
H 5.540 0.224 -3.072
N 1.797 0.101 7.125
C 0.744 0.076 6.290
O -0.428 0.090 6.631
C 1.056 0.043 4.775
C 2.312 0.007 4.141
C 2.348 -0.039 2.763
N 1.220 -0.024 1.998
C 0.012 -0.045 2.625
C -0.090 -0.027 3.987
H 1.584 0.055 8.097
H 2.762 0.132 6.840
H 3.235 0.070 4.690
H 3.286 -0.065 2.202
H -0.917 0.039 2.002
H -1.063 -0.041 4.462


Formula: C19H15CdCl5N2O3Se
Source: the OMol25 dataset
Level of theory: ωB97M-V/def2-TZVPD

LUMO (alpha / beta)   2.55 / 2.54 eV
HOMO (alpha / beta)   -2.065 / -5.137 eV
Net charge   -1
Multiplicity   2
Expectation value of S²   0.7658
DFT total energy   -5938.4178 hartree

Cartesian coordinates (Å):
Cd 0.003 -0.277 -0.162
Cl 2.819 -1.962 0.116
C 3.060 -0.338 -0.506
C 1.954 0.364 -0.949
C 2.185 1.657 -1.385
Cl 0.833 2.609 -1.935
C 3.457 2.233 -1.394
Cl 3.695 3.857 -1.937
C 4.544 1.486 -0.954
Cl 6.132 2.169 -0.970
C 4.353 0.183 -0.507
Cl 5.702 -0.756 0.033
O -1.604 1.121 0.448
N -2.173 1.943 -0.484
C -2.214 3.300 -0.237
C -2.711 4.153 -1.171
C -3.194 3.675 -2.419
C -3.151 2.269 -2.617
C -2.657 1.428 -1.670
H -1.809 3.599 0.718
H -2.722 5.210 -0.935
H -3.583 4.343 -3.172
H -3.517 1.825 -3.535
H -2.623 0.351 -1.760
Se -1.622 -2.258 -0.281
C -0.365 -3.712 -0.206
C 0.134 -4.300 -1.368
C 1.012 -5.375 -1.308
C 1.414 -5.885 -0.080
C 0.934 -5.301 1.085
C 0.056 -4.226 1.021
H -0.170 -3.900 -2.328
H 1.389 -5.809 -2.226
H 2.095 -6.726 -0.033
H 1.249 -5.678 2.051
H -0.309 -3.767 1.932
N -2.455 1.382 3.120
C -1.084 1.872 3.187
C -0.184 0.823 2.572
O 0.848 1.071 2.000
O -0.643 -0.422 2.641
H -3.094 1.978 3.628
H -1.568 -0.378 2.963
H -2.739 1.366 2.139
H -0.782 2.006 4.229
H -0.895 2.802 2.650


Formula: C19H15CoF11N4O5S2Te
Source: the OMol25 dataset
Level of theory: ωB97M-V/def2-TZVPD

LUMO (alpha / beta)   -6.41 / -7.07 eV
Relative energy (zero: lowest compared OMol25 entry of this formula, charge and spin)   113.7 kJ/mol
HOMO (alpha / beta)   -12.833 / -12.825 eV
Net charge   +1
Multiplicity   5
Expectation value of S²   6.0558
DFT total energy   -4873.6526 hartree

Cartesian coordinates (Å):
Co 0.803 0.369 0.445
C 3.058 0.621 -1.927
C 1.880 1.528 -2.056
C 1.805 2.430 -3.120
C 0.716 3.256 -3.266
C -0.333 3.164 -2.359
C -0.225 2.269 -1.327
N 0.879 1.493 -1.168
C -1.282 2.009 -0.347
C -2.505 2.638 -0.229
C -3.370 2.215 0.771
C -3.006 1.200 1.644
C -1.765 0.614 1.485
N -0.969 1.017 0.492
C -1.151 -0.431 2.308
C -1.792 -1.097 3.318
C -1.089 -2.078 4.014
C 0.205 -2.358 3.651
C 0.816 -1.674 2.596
C 2.205 -2.027 2.185
N 0.138 -0.711 1.965
H 3.560 0.541 -2.888
H 2.764 -0.373 -1.600
H 3.775 1.029 -1.211
H 2.621 2.457 -3.826
H 0.664 3.953 -4.091
H -1.224 3.764 -2.471
H -2.784 3.435 -0.901
H -4.337 2.688 0.876
H -3.672 0.882 2.431
H -2.820 -0.868 3.558
H -1.564 -2.622 4.818
H 0.769 -3.130 4.154
H 2.418 -3.050 2.482
H 2.924 -1.366 2.673
H 2.340 -1.951 1.108
F -4.450 -2.647 -1.759
C -3.952 -1.427 -1.712
F -4.013 -0.975 -0.451
F -4.667 -0.617 -2.484
S -2.207 -1.390 -2.302
O -1.787 -0.019 -2.160
O -2.188 -2.000 -3.587
N -1.601 -2.327 -1.155
S -0.135 -2.491 -0.769
O 0.608 -1.197 -0.803
O 0.044 -3.284 0.404
C 0.735 -3.369 -2.143
F 0.679 -2.633 -3.244
F 0.165 -4.540 -2.353
F 2.007 -3.542 -1.792
F 4.015 0.548 2.690
Te 3.108 2.032 1.902
F 1.015 2.083 1.664
F 2.689 3.439 0.627
F 2.377 2.114 3.706
F 4.622 1.947 0.732
O 2.485 0.460 0.802


Formula: C19H15FeN2O4S
Source: the OMol25 dataset
Level of theory: ωB97M-V/def2-TZVPD

LUMO (alpha / beta)   -4.27 / -4.38 eV
Relative energy (zero: lowest compared OMol25 entry of this formula, charge and spin)   67.0 kJ/mol
HOMO (alpha / beta)   -11.667 / -11.962 eV
Net charge   +1
Multiplicity   5
Expectation value of S²   6.0175
DFT total energy   -2805.2196 hartree

Cartesian coordinates (Å):
Fe -1.120 1.580 0.720
O 2.388 3.398 -0.091
C 1.151 3.042 0.095
O 0.877 1.910 0.531
C 0.075 3.949 -0.234
C 0.121 5.200 -0.843
C -1.068 5.825 -1.164
C -2.285 5.199 -0.884
C -2.251 3.968 -0.256
N -1.107 3.388 0.069
C -3.429 3.054 0.125
O -4.569 3.419 0.029
O -2.978 1.895 0.529
H 2.963 2.664 0.184
H 1.090 5.629 -1.065
H -1.065 6.791 -1.649
H -3.231 5.649 -1.152
N -0.987 -0.361 0.841
S 0.180 -1.326 1.411
C 1.473 -1.404 0.154
C 1.216 -1.857 -1.130
C 2.234 -1.823 -2.068
C 3.492 -1.343 -1.720
C 3.738 -0.896 -0.429
C 2.723 -0.923 0.517
C -0.503 -2.986 1.255
C -1.880 -3.142 1.303
C -2.412 -4.420 1.215
C -1.574 -5.519 1.102
C -0.196 -5.347 1.085
C 0.350 -4.077 1.167
H -1.474 -0.797 0.059
H 0.238 -2.240 -1.398
H 2.050 -2.178 -3.073
H 4.282 -1.319 -2.458
H 4.722 -0.538 -0.156
H 2.889 -0.581 1.531
H -2.525 -2.281 1.413
H -3.486 -4.550 1.238
H -1.995 -6.513 1.042
H 0.459 -6.205 1.006
H 1.424 -3.936 1.151


Formula: C19H15N3O2
Source: the OMol25 dataset
Level of theory: ωB97M-V/def2-TZVPD

LUMO   0.09 eV
Relative energy (zero: lowest compared OMol25 entry of this formula, charge and spin)   0.0 kJ/mol
HOMO   -7.999 eV
Net charge   0
DFT total energy   -1047.8146 hartree
SMILES string   Oc1ccccc1-c1nc(NCc2ccco2)c2ccccc2n1

Cartesian coordinates (Å):
O 0.605 1.825 -3.385
C 0.855 2.437 -2.220
C 1.525 3.662 -2.252
C 1.815 4.339 -1.087
C 1.442 3.809 0.143
C 0.777 2.604 0.192
C 0.471 1.900 -0.975
C -0.235 0.626 -0.878
N -0.573 0.215 0.356
C -1.198 -0.932 0.498
N -1.536 -1.293 1.758
C -1.049 -0.528 2.886
C 0.447 -0.536 2.969
C 1.352 -1.554 2.881
C 2.631 -0.952 2.972
C 2.405 0.381 3.108
O 1.088 0.640 3.106
C -1.543 -1.748 -0.633
C -2.223 -2.974 -0.588
C -2.490 -3.658 -1.746
C -2.088 -3.143 -2.984
C -1.426 -1.948 -3.061
C -1.141 -1.225 -1.887
N -0.489 -0.047 -1.984
H 0.137 0.975 -3.174
H 1.808 4.058 -3.215
H 2.335 5.284 -1.134
H 1.671 4.340 1.054
H 0.480 2.173 1.134
H -1.794 -2.252 1.919
H -1.369 0.511 2.763
H -1.499 -0.941 3.792
H 1.141 -2.598 2.764
H 3.579 -1.448 2.938
H 3.070 1.215 3.209
H -2.548 -3.383 0.359
H -3.015 -4.602 -1.707
H -2.308 -3.699 -3.884
H -1.111 -1.534 -4.006


Formula: C19H15N5O9Ru
Source: the OMol25 dataset
Level of theory: ωB97M-V/def2-TZVPD

LUMO (alpha / beta)   -3.46 / -3.65 eV
Relative energy (zero: lowest compared OMol25 entry of this formula, charge and spin)   17.3 kJ/mol
HOMO (alpha / beta)   -11.145 / -11.068 eV
Net charge   +1
Multiplicity   2
Expectation value of S²   0.7552
DFT total energy   -1778.6731 hartree

Cartesian coordinates (Å):
Ru -0.138 0.005 -0.313
O 3.719 1.982 0.686
C 2.536 1.438 0.454
O 2.286 0.692 -0.468
C 1.482 1.844 1.428
C 1.664 2.637 2.542
C 0.554 2.934 3.328
C -0.695 2.464 2.959
C -0.800 1.678 1.826
N 0.280 1.365 1.104
C -2.113 1.146 1.274
O -3.166 1.422 1.777
O -1.979 0.416 0.178
H 4.340 1.662 0.011
H 2.648 3.013 2.781
H 0.671 3.543 4.213
H -1.596 2.689 3.513
O -0.290 -1.093 1.514
C -0.006 -2.254 1.837
C 0.826 -3.158 1.118
C 1.114 -4.401 1.709
C 1.968 -5.254 1.077
C 2.571 -4.915 -0.146
C 2.304 -3.712 -0.738
C 1.405 -2.789 -0.135
O 1.106 -1.699 -0.738
N 2.268 -6.554 1.689
O 2.993 -7.307 1.070
O 1.760 -6.800 2.765
H -0.405 -2.603 2.798
H 0.675 -4.681 2.658
H 3.251 -5.622 -0.600
H 2.766 -3.435 -1.676
C -1.161 2.234 -4.349
N -1.234 0.835 -3.910
C -1.649 -0.183 -4.721
C -1.697 -1.466 -4.305
C -1.325 -1.748 -2.953
N -0.958 -0.738 -2.172
C -0.862 0.515 -2.649
O -0.372 1.347 -1.827
N -1.347 -2.970 -2.442
H -1.481 2.279 -5.385
H -0.139 2.592 -4.260
H -1.815 2.844 -3.731
H -1.921 0.107 -5.726
H -2.009 -2.249 -4.978
H -1.630 -3.761 -2.993
H -1.029 -3.118 -1.498


Formula: C19H16BrCrF5N4O3Te
Source: the OMol25 dataset
Level of theory: ωB97M-V/def2-TZVPD

LUMO (alpha / beta)   -4.62 / -4.84 eV
HOMO (alpha / beta)   -11.019 / -10.974 eV
Net charge   +1
Multiplicity   2
Expectation value of S²   0.7848
DFT total energy   -5564.0545 hartree

Cartesian coordinates (Å):
Cr -0.313 -0.435 0.257
C 3.438 0.889 1.231
C 2.359 -0.166 1.306
N 1.495 -0.181 0.134
N 2.081 0.048 -1.051
C 1.154 0.057 -1.966
O -0.091 -0.089 -1.568
C 1.454 0.221 -3.391
C 2.773 0.343 -3.822
C 3.042 0.490 -5.171
C 2.001 0.516 -6.091
C 0.687 0.393 -5.664
C 0.410 0.245 -4.315
C 1.423 -0.018 2.484
C 1.859 0.114 3.786
C 0.917 0.161 4.801
C -0.432 0.067 4.486
C -0.796 -0.057 3.165
N 0.119 -0.081 2.185
H 4.015 0.741 0.322
H 4.099 0.791 2.091
H 2.997 1.885 1.223
H 3.576 0.315 -3.098
H 4.065 0.583 -5.509
H 2.217 0.631 -7.145
H -0.121 0.411 -6.383
H -0.609 0.146 -3.968
H 2.916 0.157 4.001
H 1.233 0.256 5.831
H -1.192 0.075 5.253
H -1.829 -0.166 2.869
O -5.873 2.249 -0.112
C -4.713 1.614 0.019
C -4.601 0.239 0.244
C -3.350 -0.313 0.356
N -2.223 0.419 0.261
C -2.352 1.735 0.058
Br -0.728 2.694 -0.026
C -3.551 2.384 -0.071
H -6.625 1.647 -0.040
H -5.476 -0.391 0.329
H -3.212 -1.371 0.538
H -3.608 3.450 -0.235
F 0.091 -5.374 2.877
Te -0.450 -4.063 1.656
F 0.259 -2.809 2.851
F 2.962 -1.405 1.419
F 1.288 -3.864 0.900
F -2.083 -3.226 2.360
O -0.703 -1.955 0.336


Formula: C19H16BrN4OTl
Source: the OMol25 dataset
Level of theory: ωB97M-V/def2-TZVPD

LUMO   -0.12 eV
Relative energy (zero: lowest compared OMol25 entry of this formula, charge and spin)   0.0 kJ/mol
HOMO   -7.689 eV
Net charge   0
DFT total energy   -3774.3906 hartree

Cartesian coordinates (Å):
Tl 12.801 4.761 9.658
C 13.058 9.394 11.319
C 12.705 7.939 11.129
N 13.245 7.218 10.218
N 14.120 7.926 9.406
C 14.392 7.201 8.325
O 14.018 6.003 8.066
C 15.431 7.803 7.398
C 15.806 9.128 7.579
C 16.849 9.699 6.858
C 17.569 8.923 5.929
C 17.183 7.610 5.754
C 16.134 7.032 6.454
C 11.698 7.273 11.968
C 10.739 8.054 12.644
C 9.812 7.447 13.470
C 9.799 6.054 13.572
C 10.725 5.336 12.826
N 11.652 5.932 12.064
H 14.116 9.564 11.309
H 12.684 9.738 12.274
H 12.623 10.036 10.518
H 15.283 9.696 8.336
H 17.083 10.750 6.961
H 18.402 9.350 5.372
H 17.750 6.996 5.076
H 15.893 5.986 6.299
H 10.734 9.139 12.499
H 9.060 8.040 13.993
H 9.140 5.540 14.239
H 10.800 4.299 12.855
Br 10.122 8.346 8.320
C 9.179 7.000 9.183
C 7.858 7.233 9.573
C 7.255 6.249 10.332
C 7.918 5.069 10.583
C 9.201 4.936 10.119
N 9.826 5.893 9.456
H 7.360 8.160 9.306
H 6.285 6.430 10.784
H 7.485 4.271 11.223
H 9.739 4.035 10.293


Formula: C19H16Cl2IN5O3Pd
Source: the OMol25 dataset
Level of theory: ωB97M-V/def2-TZVPD

LUMO (alpha / beta)   -10.36 / -10.36 eV
Relative energy (zero: lowest compared OMol25 entry of this formula, charge and spin)   115.4 kJ/mol
HOMO (alpha / beta)   -14.248 / -14.248 eV
Net charge   +2
DFT total energy   -2578.4223 hartree

Cartesian coordinates (Å):
Pd -0.062 0.270 0.169
C 3.156 1.486 -2.268
C 2.058 1.359 -1.279
N 1.284 0.330 -1.213
N 1.394 -0.799 -1.958
C 0.434 -1.646 -1.678
O -0.485 -1.397 -0.746
C 0.341 -2.922 -2.376
C -0.465 -3.940 -1.861
C -0.544 -5.151 -2.522
C 0.172 -5.347 -3.696
C 0.975 -4.336 -4.212
C 1.065 -3.124 -3.555
C 1.739 2.407 -0.286
C 2.412 3.607 -0.220
C 2.014 4.559 0.715
C 0.946 4.286 1.546
C 0.309 3.057 1.434
N 0.701 2.140 0.557
H 3.224 0.588 -2.874
H 4.103 1.647 -1.750
H 2.977 2.346 -2.916
H -1.011 -3.785 -0.940
H -1.161 -5.945 -2.125
H 0.105 -6.294 -4.214
H 1.526 -4.495 -5.128
H 1.683 -2.329 -3.950
H 3.231 3.805 -0.897
H 2.533 5.506 0.779
H 0.597 5.002 2.275
H -0.539 2.808 2.055
Cl 3.351 -1.243 3.545
C 2.498 -2.381 2.578
Cl 3.351 -3.013 1.218
C 1.076 -1.705 1.918
O 0.094 -2.357 2.059
O 1.400 -0.625 1.357
H 2.081 -3.179 3.186
I -3.742 -0.052 5.152
C -2.928 -0.263 3.278
C -3.367 -1.085 2.253
N -2.547 -0.903 1.214
N -1.595 0.005 1.500
C -1.813 0.389 2.760
H -4.198 -1.769 2.203
H -2.526 -1.392 0.330
H -1.164 1.095 3.251